[1]
Entry from the OMol25 dataset: a molecular structure, C3H4InLiO3 at a distorted geometry (ωB97M-V/def2-TZVPD).

Cartesian coordinates (Å):
H  1.09115  2.71690  0.85322
C  0.87053  1.98048  0.05290
C  -0.57872  2.13610  -0.26941
O  -1.31953  1.15313  -0.29471
C  -0.59492  -2.37433  -0.36309
O  -1.82142  -2.79685  -0.13967
In  -0.31906  -0.45456  0.43267
O  1.19242  0.68344  0.40918
H  1.42132  2.34473  -0.83899
H  -0.91108  3.08146  -0.73301
H  -1.91541  -3.74636  -0.31782
Li  2.88130  0.17727  0.74986

Forces on atoms 1 to 6 (eV/Å):
0.0513 -0.2264 -0.1849
-0.1217 2.0127 0.2163
0.3074 0.4143 -1.8460
-0.7893 1.7224 -0.0211
-2.9057 -2.8285 0.0115
2.7236 1.2235 0.3651

charge: +2
HOMO (spin up / spin down): -16.717 / -16.713 eV
spin multiplicity: 1
orbital gap (spin up / spin down): 7.47 / 7.47 eV

Löwdin atomic charge list, values in e, 2 entries:
1 H 0.171
2 C -0.240



[2]
Entry from the OMol25 dataset: 18 unconnected molecules or ions with the total composition H36O18 at a distorted geometry (ωB97M-V/def2-TZVPD).

Cartesian coordinates (Å):
O  -1.47318  -3.50760  1.16028
H  -1.17320  -4.39348  1.57277
H  -0.75939  -2.93190  1.06067
O  -1.40139  -5.44666  -1.06386
H  -2.17780  -4.74198  -0.83634
H  -1.07201  -5.72321  -0.16355
O  -1.23891  -2.70347  -3.53388
H  -0.82973  -1.82385  -3.91341
H  -1.50142  -3.35216  -4.15029
O  -1.62754  0.87580  -1.13883
H  -1.24297  1.05681  -1.98817
H  -2.57510  0.69723  -1.20021
O  -3.01017  1.18018  -3.50092
H  -2.29652  0.58958  -3.65756
H  -2.87859  1.89882  -4.10654
O  1.35873  -2.29892  -4.14232
H  2.20361  -2.30567  -3.61725
H  0.78003  -2.99340  -3.68980
O  -0.51390  2.62421  0.09844
H  -0.98662  3.11281  -0.47796
H  0.12638  3.32253  0.33958
O  4.77666  -2.76083  -0.21394
H  5.04903  -3.58158  0.03019
H  3.82986  -2.64157  -0.21453
O  1.52824  3.85127  -4.23983
H  2.14891  3.86033  -3.52167
H  1.70864  2.91184  -4.44043
O  1.43615  3.24813  5.48058
H  1.90472  3.87853  4.99573
H  0.63694  3.23487  5.00465
O  -2.36330  1.22296  4.40067
H  -2.74783  0.94360  5.21732
H  -1.75154  0.46627  4.17228
O  -2.91714  0.01074  1.68218
H  -2.32539  0.02619  0.87468
H  -3.11355  -0.97608  1.69394
O  1.34453  0.78712  -0.86620
H  0.56316  1.19046  -0.69172
H  2.13959  1.37267  -1.15931
O  0.20085  -0.14146  1.54147
H  0.76529  -0.62494  2.19446
H  -0.21869  0.52871  1.98155
O  1.83892  -3.34555  3.68707
H  1.26055  -2.91696  4.28173
H  2.00742  -2.78447  2.99069
O  1.37529  4.86319  -1.45117
H  0.54307  4.85317  -1.90602
H  2.11232  4.98940  -1.99288
O  1.42839  -1.92570  -1.37238
H  0.62170  -2.24977  -1.77663
H  1.45452  -0.93762  -1.22924
O  -0.69141  3.43375  3.98830
H  -0.57774  2.61506  3.50170
H  -1.67850  3.46261  4.30592

Forces on atoms 1 to 6 (eV/Å):
-1.8649 -3.5657 1.3348
-0.3489 2.6550 -0.9494
2.1589 1.1931 -0.1904
-2.3193 1.8309 1.9342
3.0395 -2.4856 -0.6355
-0.6220 0.5398 -1.5542

HOMO: -10.467 eV
spin multiplicity: 1
orbital gap: 10.07 eV

Löwdin atomic charge list, values in e, 2 entries:
1 O -0.063
2 H 0.093



[3]
Entry from the OMol25 dataset: C21H17F2N5O in the gas phase at a distorted geometry (ωB97M-V/def2-TZVPD).

Cartesian coordinates (Å):
O  2.56042  -0.29629  3.26690
F  0.99196  2.03392  -1.13826
F  -0.45026  0.53803  3.18319
N  6.42140  -0.73115  1.17864
N  -5.72311  -0.39563  -3.04059
C  3.35047  0.14760  2.48482
C  5.30107  -0.05709  1.16373
C  4.80619  0.88634  0.15172
C  3.72455  1.56339  0.47189
C  -4.04503  1.01002  -2.10104
C  -0.76527  0.57657  -0.86565
C  -1.61972  -0.19508  1.15988
C  -3.58855  -3.01442  -1.65802
C  -2.65365  -2.28259  -0.99971
C  0.34449  1.14717  -0.33006
C  -0.48908  0.54191  1.85905
C  -1.74771  -0.12320  -0.23076
C  0.44734  1.27302  1.05856
C  -4.76274  -2.41642  -2.29994
C  -2.78140  -0.84773  -1.01121
C  -4.84343  -1.03950  -2.40197
C  -3.84460  -0.27284  -1.74003
N  -5.24365  0.84011  -2.95372
N  2.96263  1.24164  1.68517
N  4.51359  -0.42391  2.25168
C  -5.97041  2.00097  -3.47900
C  1.70137  2.00292  1.78975
C  6.43639  -1.59171  2.35099
C  5.08415  -1.60627  2.86994
H  5.50525  1.18682  -0.58204
H  3.52259  2.42308  -0.10304
H  -3.60484  1.92332  -1.66994
H  -0.98946  0.79101  -1.85730
H  -2.29611  -0.75143  1.74964
H  -3.49014  -4.12089  -1.74456
H  -1.73966  -2.79038  -0.46812
H  -5.50264  -3.06556  -2.92449
H  -6.81609  1.57730  -3.92680
H  -6.33391  2.72823  -2.73225
H  -5.40032  2.49716  -4.20212
H  1.48448  2.06725  2.87616
H  1.82469  2.95206  1.28900
H  6.73964  -2.73860  2.07035
H  7.19901  -1.13878  3.08434
H  4.62820  -2.53675  2.54137
H  5.15191  -1.51360  3.92384

Forces on atoms 1 to 6 (eV/Å):
-1.1587 -0.4003 1.8020
0.6353 -0.5533 0.3535
0.1325 0.0669 -0.1544
-0.8378 1.1798 -1.5377
-1.2359 3.4682 -1.9318
-2.9018 0.7026 -0.4831

HOMO: -7.809 eV
spin multiplicity: 1
orbital gap: 7.85 eV

Löwdin atomic charge list, values in e, 2 entries:
1 O 0.111
2 F 0.055



[4]
Entry from the OMol25 dataset: a molecular structure, C12H30AsS7Si2W (ωB97M-V/def2-TZVPD).

Cartesian coordinates (Å):
W  -0.41821  -1.78829  -0.72330
C  -3.95282  -1.49905  -1.15479
C  -3.50620  -0.24541  -0.43212
S  -2.02782  -0.45798  0.59009
C  -2.61818  -1.46117  1.99712
C  -2.63182  -2.96078  1.75022
S  -1.13180  -3.55505  0.87195
C  -1.87661  -4.73319  -0.30278
C  -2.88187  -4.14220  -1.29541
S  -2.54245  -2.42433  -1.86067
H  -4.60299  -1.23975  -1.98984
H  -4.50237  -2.17138  -0.49984
H  -4.30802  0.12974  0.20560
H  -3.23651  0.54467  -1.13283
H  -3.61870  -1.10977  2.25169
H  -1.95438  -1.20559  2.82288
H  -3.50978  -3.26934  1.18722
H  -2.63831  -3.49207  2.70187
H  -2.35483  -5.51846  0.28491
H  -1.01903  -5.17513  -0.80635
H  -3.89251  -4.13374  -0.89201
H  -2.90205  -4.76173  -2.19132
S  1.32631  -1.48089  0.97186
S  2.38594  -3.38697  0.25602
S  2.41948  -3.04917  -1.67761
S  0.43370  -3.13342  -2.41839
C  -0.31654  4.10098  -0.06680
Si  0.23891  4.07399  1.66981
C  -0.90125  3.52544  2.98008
C  1.95350  4.48480  2.12304
As  1.31301  -0.10593  -0.76470
Si  3.66651  0.89652  -1.42947
C  4.42466  0.86600  0.25198
C  4.28382  -0.28370  -2.69512
C  2.97913  2.49017  -2.07645
H  -1.31980  4.52708  -0.14657
H  -0.37468  3.06257  -0.41890
H  0.36299  4.65269  -0.71527
H  -0.94482  4.27593  3.77642
H  -0.50394  2.61543  3.44335
H  -1.90811  3.33793  2.61110
H  1.96412  5.16346  2.98198
H  2.51436  4.93583  1.30581
H  2.46439  3.57264  2.45444
H  4.26728  -0.09266  0.74750
H  4.04638  1.66673  0.88725
H  5.50734  0.99854  0.15432
H  4.57996  -1.23508  -2.25905
H  5.17030  0.16000  -3.16352
H  3.55043  -0.45703  -3.48348
H  2.89392  3.23851  -1.28710
H  2.00415  2.36021  -2.54859
H  3.64577  2.88938  -2.84622

Forces on atoms 1 to 6 (eV/Å):
-0.3441 0.6949 -0.3833
-0.0208 0.0418 -0.0023
-0.0023 -0.0430 -0.0518
-0.1738 -0.0567 0.2604
0.0271 -0.0605 -0.0297
-0.0047 0.0365 -0.0067

charge: +3
HOMO: -16.295 eV
spin multiplicity: 1
orbital gap: 6.48 eV

Löwdin atomic charge list, values in e, 2 entries:
1 W 0.105
2 C -0.425



[5]
Entry from the OMol25 dataset: a molecular structure, C8H14BClF5Ti at a distorted geometry (ωB97M-V/def2-TZVPD).

Cartesian coordinates (Å):
C  3.08443  -1.92370  0.67662
C  2.91098  -0.29260  0.38942
C  1.93752  -0.05330  -0.93617
Cl  0.71523  -1.44090  -1.13252
B  1.27613  1.45203  -0.91605
C  0.11038  1.68825  0.21940
C  -1.42662  1.30671  -0.31810
C  -2.41635  0.81232  0.89654
C  -3.67801  -0.06157  0.29576
F  -4.39600  0.71243  -0.75052
F  -4.57978  -0.38279  1.45190
C  -3.24316  -1.51499  -0.35242
F  -4.45635  -2.40387  -0.21627
F  -2.92341  -1.41699  -1.82303
F  -2.09152  -2.10519  0.41501
H  3.22457  -2.55514  -0.30139
H  4.03430  -2.03673  1.38444
H  2.13579  -2.27985  1.27560
H  2.33423  0.15776  1.31923
H  3.97161  0.21130  0.21812
H  2.67284  -0.12691  -1.87320
H  0.78451  1.73946  -1.96767
H  2.16154  2.22948  -0.70486
H  0.34038  1.20574  1.26726
H  0.06725  2.86507  0.41450
H  -1.34925  0.50882  -1.17083
H  -1.86575  2.29839  -0.81667
H  -2.88736  1.80361  1.36620
H  -1.86834  0.27291  1.77948
Ti  5.42022  -0.66979  -0.08978

Forces on atoms 1 to 6 (eV/Å):
1.0350 0.9741 -0.0062
-2.5639 -2.2129 0.0965
2.4911 -0.6390 -0.8503
1.3338 1.0126 0.4846
-1.2436 0.5296 0.5949
-1.5669 0.8741 0.8436

charge: +1
HOMO: -11.763 eV
spin multiplicity: 1
orbital gap: 3.53 eV

Löwdin atomic charge list, values in e, 2 entries:
1 C -0.173
2 C -0.269



[6]
Entry from the OMol25 dataset: 3 unconnected molecules or ions with the total composition C2H2N3O3 at a distorted geometry (ωB97M-V/def2-TZVPD).

Cartesian coordinates (Å):
C  1.96008  -0.23603  0.04676
C  -2.29555  -1.15608  -0.23220
N  2.75895  -0.87437  0.62092
N  -0.93987  1.86722  -0.24974
N  -1.78546  2.53888  -0.03479
O  1.25113  0.48505  -0.56720
O  -3.35791  -1.60626  -0.14705
O  -1.17009  -0.92727  -0.38832
H  3.42265  -1.05887  1.38994
H  0.15607  0.96772  -0.43832

Forces on atoms 1 to 6 (eV/Å):
2.5389 -1.4497 2.6505
-1.2309 -2.3560 -0.3643
-0.7554 0.5256 -0.2408
-1.3952 1.1363 0.3776
1.7520 -1.3614 -0.4843
-2.8520 1.8536 -1.5294

charge: +1
HOMO: -16.834 eV
spin multiplicity: 1
orbital gap: 12.70 eV

Löwdin atomic charge list, values in e, 2 entries:
1 C -0.249
2 C -0.386



[7]
Entry from the OMol25 dataset: a molecular structure, CH3NO at a distorted geometry (ωB97M-V/def2-TZVPD).

Cartesian coordinates (Å):
C  0.38036  -0.11340  0.04204
N  -0.10114  0.81112  -0.93379
O  -0.17525  -0.72031  0.97971
H  1.47106  -0.17809  -0.12882
H  -0.81920  1.47237  -0.60497
H  -0.53762  -0.27026  -0.96178

Cartesian forces, eV/Å:
1.3484 1.8162 2.1400
-0.0454 -3.1372 1.5783
0.8060 1.1530 -1.0942
0.1252 -1.1427 0.2761
-0.6875 -0.6841 0.1249
-1.5468 1.9948 -3.0250

charge: +1
HOMO (spin up / spin down): -19.275 / -19.032 eV
spin multiplicity: 2
orbital gap (spin up / spin down): 12.17 / 8.02 eV

Löwdin atomic charge list, values in e, 2 entries:
1 C -0.179
2 N 0.233



[8]
Entry from the OMol25 dataset: C4H8ClNO5S2 in the gas phase at a distorted geometry (ωB97M-V/def2-TZVPD).

Cartesian coordinates (Å):
C  -0.10312  -1.32596  -0.66242
C  -1.55604  0.25566  2.24681
C  2.70375  1.08787  -0.02229
C  -1.18326  -0.50308  -0.63729
N  -2.28242  -0.81749  -1.42520
O  0.96695  -0.97576  0.13562
O  -0.17530  1.66367  0.42591
O  -2.60978  1.50408  0.17902
O  1.66383  -0.18072  -2.08285
O  3.23844  -1.51001  -0.67281
S  -1.37037  0.88289  0.54470
S  2.24473  -0.50635  -0.79991
Cl  0.17200  -2.64563  -1.67071
H  -0.97006  -0.48236  2.65325
H  -1.19813  1.14518  2.84620
H  -2.65034  -0.15354  2.35095
H  3.01113  0.82964  1.04109
H  3.38672  1.62204  -0.69288
H  1.80916  1.66690  0.11517
H  -2.01289  -1.38591  -2.34759
H  -3.08499  -0.17111  -1.52476

Forces on atoms 1 to 6 (eV/Å):
-0.5480 2.0808 1.3733
-2.6491 1.8019 -0.4030
-0.0260 -1.5708 1.3472
-0.3901 -1.6018 -0.3417
-0.0661 -1.0280 -2.5281
0.5857 -0.1704 0.0043

HOMO: -8.598 eV
spin multiplicity: 1
orbital gap: 9.09 eV

Löwdin atomic charge list, values in e, 2 entries:
1 C -0.808
2 C -0.114